Here is a 12-piece molecular cluster, C48H96O36 overall at a distorted geometry from OMol25. Energies are from ωB97M-V/def2-TZVPD.

```
! RIJCOSX wB97M-V def2-TZVPD def2/J DEFGRID3
* xyz 0 1
C -2.9170 5.3373 0.3401
C -1.7493 6.3820 0.1999
O -0.9977 6.3883 1.3923
C -0.0448 7.3226 1.5133
O 0.1533 8.2415 0.7911
O 0.6655 6.9769 2.6445
C 1.8064 7.8989 2.9654
H -3.6781 5.6381 1.0668
H -2.4850 4.3571 0.5878
H -3.4786 5.2628 -0.6445
H -2.1408 7.3458 -0.1097
H -1.1343 6.0986 -0.6885
H 1.3208 8.8221 3.2375
H 2.4368 7.9839 2.0776
H 2.3331 7.4417 3.8016
C 0.2448 -5.1441 6.4937
C 1.6457 -5.2617 5.9627
O 1.6902 -4.6128 4.5933
C 2.1961 -5.3226 3.6387
O 2.5243 -6.4648 3.7678
O 2.2539 -4.6895 2.4342
C 2.7194 -5.4599 1.2964
H 0.2478 -5.3242 7.5600
H -0.4205 -5.8511 5.9881
H -0.1865 -4.1469 6.3387
H 2.0795 -6.2511 5.8425
H 2.3550 -4.6905 6.5524
H 2.3140 -4.9566 0.4129
H 2.3772 -6.4590 1.4647
H 3.7995 -5.4320 1.3246
C -3.7415 1.6185 1.6059
C -3.3556 2.1248 3.0140
O -1.9481 2.2466 3.1135
C -1.3594 2.2994 4.3158
O -1.8351 2.3447 5.4131
O -0.0583 2.2380 4.0000
C 0.8925 2.2990 5.0307
H -4.6836 2.0534 1.2665
H -3.7898 0.5469 1.6649
H -2.9437 1.8428 0.9012
H -3.7467 1.5507 3.8665
H -3.7936 3.1393 3.1559
H 1.7994 1.8890 4.6560
H 0.5299 1.6222 5.8224
H 1.0222 3.3075 5.4449
C -4.3009 -11.3031 -2.3979
C -4.4764 -9.8271 -2.6693
O -3.2787 -9.1980 -2.2709
C -3.1699 -7.8840 -2.4799
O -3.9556 -7.1661 -2.9726
O -1.9737 -7.4954 -1.9777
C -1.6409 -6.1140 -2.0936
H -5.1566 -11.8507 -2.8682
H -4.3697 -11.5330 -1.3286
H -3.3720 -11.6037 -2.8866
H -5.3489 -9.4734 -2.1436
H -4.7171 -9.6113 -3.7094
H -0.7048 -5.9836 -1.5558
H -2.3895 -5.5046 -1.5707
H -1.5814 -5.8890 -3.1654
C 1.6960 6.8222 -5.9293
C 1.2570 6.1497 -4.6426
O 2.1425 5.0299 -4.4699
C 1.9816 4.1775 -3.4559
O 1.1066 4.2352 -2.6703
O 3.0045 3.2739 -3.5100
C 3.0204 2.1402 -2.6375
H 1.6066 6.0683 -6.7119
H 2.7281 7.1817 -5.8813
H 1.0327 7.6757 -6.1376
H 0.2204 5.8484 -4.6903
H 1.4039 6.7619 -3.7666
H 2.8579 2.4105 -1.6074
H 4.0495 1.7499 -2.7103
H 2.2598 1.4272 -2.9325
C -0.7610 -1.2921 4.3751
C -2.1948 -1.7113 4.4824
O -2.5357 -2.5064 3.3059
C -2.1168 -3.7718 3.3975
O -1.8921 -4.3173 4.4356
O -2.0149 -4.3024 2.1886
C -1.7791 -5.7345 2.1710
H -0.6170 -0.7560 3.4414
H -0.1264 -2.1624 4.3901
H -0.4348 -0.6235 5.1744
H -2.8813 -0.8718 4.4481
H -2.4138 -2.2733 5.3957
H -2.6598 -6.2615 2.5345
H -0.9832 -5.9467 2.8497
H -1.4988 -5.9968 1.1365
C -6.5826 -5.1923 -4.1203
C -5.2702 -4.4139 -3.8520
O -5.3635 -3.7791 -2.5830
C -4.2662 -3.1987 -2.1645
O -3.1769 -3.2857 -2.6956
O -4.5343 -2.4830 -1.0671
C -3.4733 -1.7109 -0.4735
H -6.7928 -5.3952 -5.1669
H -7.4491 -4.7196 -3.6816
H -6.4934 -6.1010 -3.5555
H -5.1076 -3.6515 -4.6035
H -4.4290 -5.1091 -3.8038
H -3.8752 -1.3850 0.4870
H -3.2413 -0.8238 -1.0839
H -2.5924 -2.3175 -0.3633
C 2.6081 4.0297 2.4480
C 3.9653 4.3080 3.1790
O 3.8387 3.7730 4.5026
C 3.5990 4.6921 5.4802
O 3.4723 5.8702 5.3245
O 3.4443 4.1187 6.6428
C 3.3710 5.0248 7.7337
H 2.6617 4.2173 1.3571
H 1.7949 4.6860 2.8093
H 2.2985 3.0099 2.6139
H 4.1641 5.3529 3.2940
H 4.8262 3.7772 2.7640
H 3.3004 4.3381 8.5901
H 2.5102 5.6535 7.5898
H 4.2393 5.6573 7.7382
C 4.6132 -0.8617 1.7438
C 4.0170 0.5366 1.7617
O 5.0069 1.5170 2.2715
C 5.8899 1.8425 1.3572
O 5.9530 1.3368 0.2682
O 6.7659 2.7718 1.7507
C 7.5910 3.2334 0.6759
H 3.8707 -1.6802 1.8268
H 5.3207 -1.0072 2.5660
H 5.0964 -0.9685 0.7820
H 3.3560 0.6261 2.5963
H 3.5363 0.9422 0.8690
H 6.9030 3.5361 -0.1011
H 8.2600 2.4667 0.3321
H 8.0941 4.1532 0.9918
C -1.4053 2.1040 -3.4222
C -0.8072 2.8734 -4.5795
O -1.8866 3.2602 -5.4422
C -1.6254 3.8578 -6.6233
O -0.5942 4.2870 -7.0071
O -2.8253 3.9404 -7.2414
C -2.9079 4.6499 -8.5030
H -1.8595 2.8461 -2.7444
H -0.5885 1.6190 -2.8717
H -2.1450 1.3752 -3.7480
H -0.0911 2.2299 -5.0928
H -0.2633 3.7378 -4.2347
H -3.9706 4.6393 -8.7148
H -2.3624 4.1674 -9.3043
H -2.5643 5.6748 -8.3957
C 0.7813 -2.5449 -0.2324
C 0.4972 -2.0219 1.0998
O 1.0258 -0.6596 1.1546
C 0.3892 0.3227 0.5316
O -0.6883 0.2298 -0.0589
O 1.0819 1.4579 0.6864
C 0.4762 2.6264 0.0540
H 0.2050 -1.9479 -0.9839
H 0.4751 -3.5971 -0.4134
H 1.8460 -2.3995 -0.4358
H 1.0707 -2.5016 1.8647
H -0.5810 -2.0193 1.3422
H -0.0339 3.0946 0.8900
H -0.2730 2.3269 -0.6350
H 1.2726 3.2932 -0.2502
C -1.2817 -1.5205 -4.9115
C -0.8253 -1.3083 -3.4711
O 0.5009 -0.7028 -3.5016
C 1.4501 -1.5956 -3.7649
O 1.3252 -2.7719 -3.9997
O 2.6451 -0.9948 -3.7161
C 3.6873 -1.9343 -4.0932
H -0.5125 -1.9465 -5.5496
H -1.6406 -0.6078 -5.3554
H -2.1118 -2.2055 -4.9289
H -0.7816 -2.2282 -2.9111
H -1.4863 -0.5991 -3.0010
H 3.7945 -2.6751 -3.3325
H 4.6298 -1.3919 -4.1697
H 3.2971 -2.3678 -5.0139
*
```

For the lowest unoccupied orbital energy, the calculation gives 0.54 eV. The SMILES is CCOC(=O)OC.CCOC(=O)OC.CCOC(=O)OC.CCOC(=O)OC.CCOC(=O)OC.CCOC(=O)OC.CCOC(=O)OC.CCOC(=O)OC.CCOC(=O)OC.CCOC(=O)OC.CCOC(=O)OC.CCOC(=O)OC. Its orbital gap is 11.1 eV.

***

Here is C9H19N2 as an isolated structure at a distorted geometry from OMol25. Energies are from ωB97M-V/def2-TZVPD.

```
! RIJCOSX wB97M-V def2-TZVPD def2/J DEFGRID3
* xyz 1 1
C -2.0926 -0.9266 -0.5629
C 0.0101 -1.5665 0.5931
C -2.8844 0.3386 -0.4667
C -1.2504 -0.8681 0.7563
C -1.0515 0.6840 0.8898
C 0.7055 0.6767 0.1389
C 0.7825 1.6729 -1.0022
C 1.7212 0.9809 1.2694
C 2.2039 -1.2915 -0.6516
N 0.8543 -0.7665 -0.3569
N -2.0044 1.3374 0.1772
H -2.8768 -1.7961 -0.7316
H -1.4693 -1.1203 -1.4196
H 0.5856 -1.4950 1.4998
H 0.0764 -2.6065 0.2079
H -3.3210 0.6595 -1.4584
H -3.8619 0.2775 0.0684
H -1.9181 -1.1894 1.6140
H -0.8300 1.0513 1.8685
H 1.6929 1.5110 -1.7311
H 0.9985 2.5855 -0.5145
H 0.0507 1.8037 -1.6471
H 1.6383 1.9338 1.6627
H 2.8421 0.9282 0.9312
H 1.7229 0.2558 1.9544
H 2.0795 -2.2825 -0.1924
H 2.2946 -1.4109 -1.6886
H 2.9415 -0.8160 -0.0257
H 0.4166 -0.8331 -1.2777
H -2.0614 2.3183 0.4371
*
```

For the lowest unoccupied orbital energy, the calculation gives -2.59 eV. Its orbital gap is 9.2 eV.

***

Quick rundown of calculated total energy, same order as above: -4595.28951; -463.50163 a.u.
Quick rundown of energy relative to the best compared isomer or geometry (same formula, charge and spin), same order as above: 17.5; 76.7 kcal/mol
Quick rundown of HOMO energy, same order as above: -10.61; -11.82 eV